# 1
Here is a cluster of 2 separate species, C33H34BF3O2S in total in a non-equilibrium geometry from OMol25. Energies are from ωB97M-V with the def2-TZVPD basis set.

Properties
Total energy, Eh: -2150.98920
HOMO-LUMO gap, eV: 2.86

Last columns: bonded neighbours and bond lengths (Å).
Positions of all 74 atoms, in Å:
1 C -4.12422 6.98594 3.03656  C2 1.482, H26 1.093, H27 1.099, H28 1.095
2 C -3.69576 5.63841 3.48120  C1 1.482, C3 1.382, S25 1.750
3 C -3.75316 5.11168 4.75796  C2 1.382, C4 1.438, H29 1.087
4 C -3.12986 3.82060 4.87258  C3 1.438, C5 1.379, H30 1.086
5 C -2.58792 3.40102 3.67557  C4 1.379, B6 1.619, S25 1.724
6 B -1.88952 1.97627 3.35440  C5 1.619, C7 1.662, O17 1.435, O24 1.439
7 C -0.24357 2.17192 3.23726  B6 1.662, C8 1.387, C16 1.383
8 C 0.45236 2.64035 4.34146  C7 1.387, C9 1.404, H31 1.087
9 C 1.85095 2.75984 4.29885  C8 1.404, C10 1.390, H32 1.090
10 C 2.51875 2.40820 3.13104  C9 1.390, C11 1.514, C15 1.386
11 C 4.03019 2.49473 3.09257  C10 1.514, F12 1.365, F13 1.362, F14 1.380
12 F 4.53521 2.30647 1.83895  C11 1.365
13 F 4.50042 3.69074 3.54350  C11 1.362
14 F 4.58953 1.51748 3.89102  C11 1.380
15 C 1.81737 1.97563 2.01636  C10 1.386, C16 1.405, H33 1.085
16 C 0.41883 1.84969 2.06685  C7 1.383, C15 1.405, H34 1.091
17 O -2.19163 1.15288 4.49020  B6 1.435, C18 1.416
18 C -2.81435 0.01309 3.92666  O17 1.416, C19 1.509, C20 1.523, C21 1.628
19 C -1.74642 -1.02254 3.67145  C18 1.509, H35 1.091, H36 1.098, H37 1.096
20 C -3.83321 -0.52423 4.92361  C18 1.523, H38 1.097, H39 1.099, H40 1.096
21 C -3.41471 0.55792 2.51471  C18 1.628, C22 1.527, C23 1.523, O24 1.408
22 C -3.49740 -0.48738 1.40447  C21 1.527, H41 1.097, H42 1.097, H43 1.097
23 C -4.76198 1.23245 2.74016  C21 1.523, H44 1.097, H45 1.097, H46 1.095
24 O -2.46233 1.51530 2.11730  B6 1.439, C21 1.408
25 S -2.90700 4.51365 2.39730  C2 1.750, C5 1.724
26 H -4.65940 7.48601 3.84783  C1 1.093
27 H -3.24667 7.58933 2.76448  C1 1.099
28 H -4.78586 6.90230 2.16813  C1 1.095
29 H -4.20921 5.63411 5.59475  C3 1.087
30 H -3.07202 3.28156 5.81385  C4 1.086
31 H -0.09496 2.92143 5.23789  C8 1.087
32 H 2.40383 3.11220 5.16945  C9 1.090
33 H 2.34537 1.72003 1.10358  C15 1.085
34 H -0.12844 1.52399 1.18070  C16 1.091
35 H -2.18925 -1.98176 3.39983  C19 1.091
36 H -1.07198 -0.70877 2.86368  C19 1.098
37 H -1.13662 -1.17341 4.56932  C19 1.096
38 H -4.26434 -1.46765 4.56714  C20 1.097
39 H -3.32778 -0.71217 5.88097  C20 1.099
40 H -4.64966 0.18876 5.08460  C20 1.096
41 H -4.17046 -1.29926 1.70611  C22 1.097
42 H -3.90026 -0.01378 0.50103  C22 1.097
43 H -2.50851 -0.89412 1.15902  C22 1.097
44 H -5.52400 0.45850 2.89638  C23 1.097
45 H -4.72189 1.90521 3.60579  C23 1.097
46 H -5.03519 1.81930 1.85695  C23 1.095
47 C 0.44591 -2.65527 2.64958  C48 1.430, C54 1.396, H62 1.100
48 C 1.73875 -2.06088 2.51234  C47 1.430, C49 1.418, C53 1.423
49 C 2.11943 -1.50894 1.26291  C48 1.418, C50 1.389, H63 1.093
50 C 3.44165 -1.16671 1.01261  C49 1.389, C51 1.400, H64 1.089
51 C 4.40061 -1.26871 2.02738  C50 1.400, C52 1.398, H65 1.091
52 C 4.02316 -1.72580 3.29386  C51 1.398, C53 1.393, H66 1.089
53 C 2.70669 -2.09808 3.55459  C48 1.423, C52 1.393, H67 1.092
54 C 0.11395 -3.58801 3.63312  C47 1.396, C55 1.399, H68 1.098
55 C -1.16396 -4.15159 3.70897  C54 1.399, C56 1.430, H69 1.096
56 C -1.67113 -4.90457 4.81321  C55 1.430, C57 1.426, C61 1.420
57 C -2.97769 -5.47188 4.75266  C56 1.426, C58 1.387, H70 1.093
58 C -3.51985 -6.13683 5.84244  C57 1.387, C59 1.403, H71 1.090
59 C -2.78097 -6.27581 7.02716  C58 1.403, C60 1.405, H72 1.089
60 C -1.49581 -5.71499 7.10938  C59 1.405, C61 1.392, H73 1.088
61 C -0.94502 -5.03580 6.02603  C56 1.420, C60 1.392, H74 1.095
62 H -0.26405 -2.49123 1.82497  C47 1.100
63 H 1.37104 -1.43738 0.46976  C49 1.093
64 H 3.73490 -0.82611 0.02061  C50 1.089
65 H 5.43551 -0.99034 1.82458  C51 1.091
66 H 4.77446 -1.79974 4.07884  C52 1.089
67 H 2.42198 -2.46516 4.54324  C53 1.092
68 H 0.89012 -3.92112 4.33464  C54 1.098
69 H -1.81364 -4.05963 2.83143  C55 1.096
70 H -3.54878 -5.37232 3.82615  C57 1.093
71 H -4.51737 -6.57198 5.77449  C58 1.090
72 H -3.20965 -6.79832 7.88139  C59 1.089
73 H -0.91971 -5.82604 8.02532  C60 1.088
74 H 0.04980 -4.58607 6.10379  C61 1.095

***

# 2
Here is a cluster of 8 separate species, C9H25Cl2N7O14 in total in a non-equilibrium geometry from OMol25. Energies are from ωB97M-V with the def2-TZVPD basis set.

Properties
Total energy, Eh: -2714.24823
HOMO-LUMO gap, eV: 9.71

Last columns: bonded neighbours and bond lengths (Å).
Positions of all 57 atoms, in Å:
1 C 2.90467 -2.96920 3.41049  N2 1.472, H5 1.090, H6 1.086, H7 1.083
2 N 4.17165 -2.36472 2.96911  C1 1.472, O3 1.214, O4 1.208
3 O 4.13182 -1.16622 2.78238  N2 1.214
4 O 5.15435 -3.06323 2.89206  N2 1.208
5 H 3.12825 -3.89605 3.93845  C1 1.090
6 H 2.25828 -3.28031 2.59506  C1 1.086
7 H 2.44546 -2.28766 4.11634  C1 1.083
8 C 3.91306 0.11629 0.02351  N9 1.491, H12 1.086, H13 1.083, H14 1.088
9 N 4.54159 1.44312 0.28196  C8 1.491, O10 1.208, O11 1.196
10 O 4.05591 2.38619 -0.29529  N9 1.208
11 O 5.43599 1.50795 1.07259  N9 1.196
12 H 3.30987 -0.13010 0.89178  C8 1.086
13 H 4.64017 -0.65601 -0.19676  C8 1.083
14 H 3.26156 0.30010 -0.82848  C8 1.088
15 C -0.11455 -0.27060 -0.53894  N16 1.506, H19 1.087, H20 1.080, H21 1.089
16 N 0.53139 -0.23392 0.82069  C15 1.506, O17 1.207, O18 1.215
17 O 0.63002 0.84696 1.34807  N16 1.207
18 O 0.96390 -1.28852 1.24158  N16 1.215
19 H -1.19411 -0.27385 -0.41408  C15 1.087
20 H 0.28515 -1.09226 -1.11562  C15 1.080
21 H 0.07516 0.69637 -1.00176  C15 1.089
22 C -0.58887 -1.09756 4.01711  N23 1.499, H26 1.083, H27 1.086, H28 1.082
23 N -1.66572 -1.67891 4.88323  C22 1.499, O24 1.208, O25 1.211
24 O -2.59599 -0.98550 5.21869  N23 1.208
25 O -1.61047 -2.86662 5.11232  N23 1.211
26 H 0.12910 -0.60779 4.66386  C22 1.083
27 H -1.11708 -0.41083 3.36265  C22 1.086
28 H -0.24948 -1.95698 3.45337  C22 1.082
29 C 2.14066 1.55301 -4.30073  N30 1.501, H33 1.086, H34 1.084, H35 1.084
30 N 0.92047 1.32938 -3.45626  C29 1.501, O31 1.211, O32 1.201
31 O 1.07076 0.76491 -2.39510  N30 1.211
32 O -0.14024 1.67315 -3.90289  N30 1.201
33 H 2.66181 2.41321 -3.88989  C29 1.086
34 H 1.73717 1.71283 -5.29360  C29 1.084
35 H 2.77129 0.67451 -4.22549  C29 1.084
36 C -3.87448 -1.54693 -4.19512  N37 1.499, H40 1.091, H41 1.080, H42 1.085
37 N -2.52724 -1.47951 -3.54092  C36 1.499, O38 1.210, O39 1.208
38 O -2.47492 -1.13921 -2.38045  N37 1.210
39 O -1.57437 -1.62088 -4.27020  N37 1.208
40 H -4.29136 -2.48724 -3.83220  C36 1.091
41 H -3.77694 -1.51704 -5.27041  C36 1.080
42 H -4.49519 -0.75575 -3.78654  C36 1.085
43 C -4.50715 -0.61491 0.42156  N44 1.485, H47 1.085, H48 1.088, H49 1.085
44 N -5.59690 -0.12727 1.30451  C43 1.485, O45 1.209, O46 1.211
45 O -6.09494 -0.92690 2.06174  N44 1.209
46 O -5.91181 1.03944 1.23027  N44 1.211
47 H -4.47474 -0.05051 -0.50407  C43 1.085
48 H -4.73311 -1.64361 0.15066  C43 1.088
49 H -3.56959 -0.60136 0.96792  C43 1.085
50 Cl 1.23290 4.72063 0.53916  C51 1.764
51 C 0.66088 3.38476 -0.46107  Cl50 1.764, C52 1.502, H54 1.093, H55 1.086
52 C -0.73791 3.57893 -0.97233  C51 1.502, Cl53 1.738, H56 1.090, H57 1.092
53 Cl -0.77040 4.56084 -2.40657  C52 1.738
54 H 0.67848 2.58674 0.28538  C51 1.093
55 H 1.41360 3.14434 -1.20655  C51 1.086
56 H -1.35723 4.03923 -0.20233  C52 1.090
57 H -1.21058 2.61504 -1.17280  C52 1.092

***

Short version: ΔE to the lowest compared entry with this formula, charge and spin = 63.8; 0.0 kcal per mole, in the order given.